<a>
Formula: C4H13N2
Source: OMol25
Level of theory: ωB97M-V/def2-TZVPD

```
! RIJCOSX wB97M-V def2-TZVPD def2/J DEFGRID3
* xyz 1 1
C 0.33 1.68 -1.82
N -0.58 0.92 -0.87
C 0.18 0.09 0.10
C 0.75 -1.13 -0.69
C -0.69 -0.35 1.28
N 0.09 -1.31 2.09
H -0.27 1.86 -2.73
H 0.44 2.70 -1.44
H 1.29 1.20 -2.00
H -1.16 0.36 -1.50
H -1.30 1.50 -0.42
H 1.03 0.68 0.55
H 1.51 -1.55 -0.03
H -0.05 -1.80 -1.01
H 1.24 -0.80 -1.59
H -1.57 -0.83 0.84
H -0.98 0.45 1.97
H -0.51 -1.88 2.69
H 0.55 -0.78 2.84
*
```

Properties
SMILES: C[NH2+][C@H](C)CN
Orbital gap, eV: 10.28
HOMO level, hartree: -0.500

Results of the Löwdin charge analysis, in e, for atoms 1 through 5: C 0.03; N 0.03; C -0.34; C -0.02; C -0.24

---

<b>
Formula: C4H13N2
Source: OMol25
Level of theory: ωB97M-V/def2-TZVPD

```
! RIJCOSX wB97M-V def2-TZVPD def2/J DEFGRID3
* xyz 1 1
C -0.40 -0.96 -2.37
N -0.02 -0.10 -1.25
C -1.17 0.33 -0.46
C -0.75 0.55 1.04
N 0.48 -0.25 1.24
C 1.73 0.40 1.72
H 0.36 -1.08 -3.07
H -0.64 -1.95 -1.98
H -1.29 -0.62 -2.87
H 0.56 0.68 -1.55
H -1.99 -0.39 -0.51
H -1.60 1.26 -0.83
H -1.57 0.31 1.71
H -0.47 1.60 1.17
H 0.27 -1.06 1.80
H 0.67 -0.60 0.29
H 1.76 1.45 1.44
H 1.83 0.28 2.79
H 2.55 -0.14 1.27
*
```

Properties
SMILES: CNCC[NH2+]C
Orbital gap, eV: 10.87
HOMO level, hartree: -0.509

Results of the Löwdin charge analysis, in e, for atoms 1 through 5: C -0.08; N -0.15; C -0.18; C -0.09; N -0.03

---

<c>
Formula: C4H13N2
Source: OMol25
Level of theory: ωB97M-V/def2-TZVPD

```
! RIJCOSX wB97M-V def2-TZVPD def2/J DEFGRID3
* xyz 1 1
C -1.36 -0.87 -0.70
N -2.78 -1.05 -0.69
C -0.94 0.07 0.55
N 0.39 0.25 0.49
C 4.13 0.05 0.02
C -1.70 1.43 0.33
H -1.03 -0.36 -1.60
H -0.83 -1.82 -0.58
H -3.10 -1.20 -1.63
H -3.10 -1.83 -0.13
H -1.30 -0.39 1.49
H 0.75 0.45 1.44
H 4.04 -0.98 0.38
H 4.99 0.50 0.52
H 3.26 0.68 0.16
H 4.31 -0.05 -1.05
H -1.61 2.04 1.23
H -2.75 1.11 0.32
H -1.38 1.98 -0.54
*
```

Properties
Orbital gap, eV: 6.20
HOMO level, hartree: -0.538

Results of the Löwdin charge analysis, in e, for atoms 1 through 5: C -0.18; N 0.05; C -0.39; N 0.36; C -0.05

---

Preferred: <b>; penalty for the next structure: 14.3 kJ/mol.

---

<a>
Formula: C4H13N2
Source: OMol25
Level of theory: ωB97M-V/def2-TZVPD

```
! RIJCOSX wB97M-V def2-TZVPD def2/J DEFGRID3
* xyz 1 1
C -1.51 0.22 0.88
N -2.90 0.06 0.80
C -0.76 0.39 -0.53
N 0.58 0.63 -0.35
C 3.55 -0.11 0.35
C -0.92 -0.85 -1.40
H -1.09 -0.76 1.14
H -1.06 0.94 1.57
H -3.37 0.90 0.48
H -3.35 -0.29 1.64
H -1.16 1.28 -1.06
H 0.68 1.65 -0.18
H 3.76 -0.66 -0.56
H 3.59 -0.81 1.19
H 2.53 0.28 0.29
H 4.26 0.70 0.50
H -1.98 -1.13 -1.51
H -0.41 -1.66 -0.87
H -0.44 -0.79 -2.37
*
```

Properties
Orbital gap, eV: 5.98
HOMO level, hartree: -0.548

Results of the Löwdin charge analysis, in e, for atoms 1 through 5: C -0.17; N 0.08; C -0.39; N 0.36; C -0.04

---

<b>
Formula: C4H13N2
Source: OMol25
Level of theory: ωB97M-V/def2-TZVPD

```
! RIJCOSX wB97M-V def2-TZVPD def2/J DEFGRID3
* xyz 1 1
C 0.13 2.43 -0.08
N 0.91 1.11 0.15
C 0.08 -0.23 -0.27
C 0.76 -1.21 -1.18
C -0.46 -0.92 0.97
N -1.71 -1.60 0.71
H 0.53 3.12 0.67
H -0.94 2.37 0.14
H 0.52 2.77 -1.03
H 1.82 1.03 -0.29
H 1.08 1.05 1.15
H -0.67 0.23 -0.89
H 1.55 -1.85 -0.77
H 1.06 -0.81 -2.16
H 0.06 -1.97 -1.54
H 0.22 -1.59 1.48
H -0.65 -0.17 1.76
H -2.19 -2.11 1.41
H -2.08 -1.64 -0.22
*
```

Properties
SMILES: C[NH2+][C@@H](C)CN
Orbital gap, eV: 9.35
HOMO level, hartree: -0.462

Results of the Löwdin charge analysis, in e, for atoms 1 through 5: C 0.04; N 0.07; C -0.27; C -0.05; C -0.26

---

<c>
Formula: C4H13N2
Source: OMol25
Level of theory: ωB97M-V/def2-TZVPD

```
! RIJCOSX wB97M-V def2-TZVPD def2/J DEFGRID3
* xyz 1 1
C 1.15 -2.22 0.64
C 0.57 -0.87 1.01
N 0.78 0.19 -0.05
C -0.23 0.14 -1.17
C -1.40 1.02 -0.60
N -0.91 2.16 0.15
H 2.20 -2.04 0.44
H 1.09 -2.97 1.43
H 0.64 -2.68 -0.22
H -0.50 -0.91 1.22
H 0.96 -0.43 1.92
H 0.69 1.12 0.42
H 1.77 0.26 -0.31
H 0.09 0.73 -2.03
H -0.36 -0.91 -1.40
H -2.11 0.32 -0.18
H -2.15 1.52 -1.26
H -1.68 2.70 0.53
H -0.57 2.85 -0.53
*
```

Properties
SMILES: CC[NH2+]CCN
Orbital gap, eV: 11.30
HOMO level, hartree: -0.524

Results of the Löwdin charge analysis, in e, for atoms 1 through 5: C -0.06; C -0.18; N 0.01; C -0.07; C -0.25

---

Preferred: <c>; penalty for the next structure: 38.1 kJ/mol.

---

<a>
Formula: C17H25N3O3
Source: OMol25
Level of theory: ωB97M-V/def2-TZVPD

```
! RIJCOSX wB97M-V def2-TZVPD def2/J DEFGRID3
* xyz 0 1
C -5.58 -2.03 0.84
O -5.45 -0.64 1.05
C -5.61 0.15 -0.09
C -4.49 -0.02 -1.14
N -3.19 0.15 -0.54
C -2.38 -0.89 -0.27
O -2.59 -2.03 -0.63
C -1.15 -0.50 0.55
N -0.77 0.87 0.30
C 0.13 1.51 1.23
C 0.22 2.92 0.65
C 0.04 2.70 -0.87
C -0.16 1.18 -0.99
C 1.17 0.45 -1.19
C 2.20 0.73 -0.08
O 2.84 1.95 -0.42
C 3.29 -0.35 -0.04
C 3.56 -1.20 -1.10
C 4.61 -2.10 -1.00
C 5.37 -2.11 0.15
N 5.14 -1.29 1.16
C 4.14 -0.43 1.06
C 1.50 0.82 1.29
H -5.61 -2.48 1.83
H -4.73 -2.44 0.29
H -6.51 -2.25 0.31
H -6.57 -0.06 -0.58
H -5.61 1.18 0.27
H -4.63 0.72 -1.94
H -4.51 -1.02 -1.56
H -2.94 1.04 -0.13
H -1.43 -0.59 1.60
H -0.37 -1.25 0.36
H -0.31 1.51 2.24
H 1.17 3.40 0.87
H -0.58 3.55 1.05
H 0.91 3.03 -1.43
H -0.84 3.23 -1.24
H -0.84 0.91 -1.80
H 0.96 -0.62 -1.24
H 1.60 0.76 -2.14
H 3.54 2.13 0.22
H 2.97 -1.18 -2.00
H 4.83 -2.78 -1.81
H 6.20 -2.79 0.28
H 4.02 0.21 1.92
H 1.37 -0.19 1.69
H 2.14 1.37 1.99
*
```

Properties
SMILES: COCCNC(=O)CN1[C@@H]2CC[C@H]1C[C@](O)(c1cccnc1)C2
Orbital gap, eV: 9.44
HOMO level, hartree: -0.324

Results of the Löwdin charge analysis, in e, for atoms 1 through 5: C -0.10; O -0.19; C -0.22; C -0.15; N 0.07

---

<b>
Formula: C17H25N3O3
Source: OMol25
Level of theory: ωB97M-V/def2-TZVPD

```
! RIJCOSX wB97M-V def2-TZVPD def2/J DEFGRID3
* xyz 0 1
C -5.67 -2.51 -1.92
C -6.31 -1.35 -1.19
O -5.34 -0.38 -0.79
C -4.67 -0.65 0.36
O -4.88 -1.61 1.05
N -3.76 0.31 0.63
C -3.54 1.44 -0.26
C -2.23 2.14 0.10
C -1.11 1.10 0.29
N 0.20 1.68 0.54
C 0.84 2.35 -0.58
C 2.30 2.62 -0.22
N 2.97 1.38 0.11
C 4.07 0.95 -0.55
O 4.64 1.63 -1.39
C 4.55 -0.41 -0.17
C 4.34 -0.96 1.10
C 4.83 -2.22 1.39
C 5.52 -2.94 0.44
C 5.74 -2.40 -0.82
C 5.27 -1.13 -1.11
C -1.46 0.14 1.44
C -2.94 0.22 1.81
H -4.99 -3.04 -1.26
H -5.11 -2.15 -2.78
H -6.44 -3.20 -2.26
H -6.83 -1.71 -0.30
H -7.00 -0.80 -1.83
H -4.38 2.14 -0.19
H -3.49 1.07 -1.29
H -2.34 2.72 1.02
H -1.97 2.83 -0.71
H -1.02 0.53 -0.64
H 0.15 2.31 1.33
H 0.80 1.67 -1.44
H 0.37 3.30 -0.87
H 2.84 3.07 -1.05
H 2.35 3.30 0.64
H 2.43 0.74 0.68
H 3.82 -0.40 1.86
H 4.67 -2.64 2.38
H 5.90 -3.93 0.67
H 6.29 -2.96 -1.56
H 5.44 -0.69 -2.08
H -1.20 -0.87 1.16
H -0.86 0.40 2.32
H -3.14 1.09 2.45
H -3.25 -0.68 2.35
*
```

Properties
SMILES: CCOC(=O)N1CCC(NCCNC(=O)c2ccccc2)CC1
Orbital gap, eV: 9.81
HOMO level, hartree: -0.335

Results of the Löwdin charge analysis, in e, for atoms 1 through 5: C -0.06; C -0.22; O -0.01; C -0.54; O 0.09

---

Preferred: <b>; penalty for the next structure: 126.0 kJ/mol.

---

<a>
Formula: C9H13O
Source: OMol25
Level of theory: ωB97M-V/def2-TZVPD

```
! RIJCOSX wB97M-V def2-TZVPD def2/J DEFGRID3
* xyz 0 2
H -1.63 -0.89 4.62
C -3.54 -2.08 4.62
C -4.06 -1.47 5.89
C -4.06 -1.47 3.36
C -3.08 -3.48 4.62
C -1.73 -3.92 4.62
C -1.37 -5.27 4.62
C -2.35 -6.25 4.62
C -3.71 -5.87 4.62
C -4.07 -4.52 4.62
H -3.40 -1.70 6.74
H -4.17 -0.37 5.83
H -5.06 -1.90 6.11
H -3.40 -1.70 2.50
H -5.06 -1.90 3.13
H -4.17 -0.37 3.42
H -0.93 -3.17 4.62
H -0.29 -5.48 4.62
H -2.07 -7.29 4.62
H -4.47 -6.64 4.62
H -5.12 -4.24 4.62
O -0.68 -0.80 4.62
H -0.52 0.19 4.62
*
```

Properties
Orbital gap (spin up / spin down), eV: 8.51 / 9.36
HOMO level (spin up / spin down), hartree: -0.285 / -0.332

Results of the Löwdin charge analysis, in e, for atoms 1 through 5: H -0.03; C -0.33; C -0.07; C -0.07; C -0.20

---

<b>
Formula: C9H13O
Source: OMol25
Level of theory: ωB97M-V/def2-TZVPD

```
! RIJCOSX wB97M-V def2-TZVPD def2/J DEFGRID3
* xyz 0 2
C -0.68 -0.54 2.28
C 0.25 -0.75 1.11
C 1.70 -0.46 1.51
C -0.17 0.08 -0.08
C -0.38 -0.47 -1.33
C -0.71 0.27 -2.46
C -0.89 1.65 -2.32
C -0.68 2.23 -1.06
C -0.30 1.47 0.04
H -1.71 -0.73 2.00
H -0.42 -1.22 3.09
H -0.61 0.49 2.66
H 0.20 -1.80 0.81
H 2.38 -0.72 0.69
H 1.85 0.60 1.75
H 1.98 -1.06 2.38
H -0.42 -1.97 -1.52
H -0.85 -0.23 -3.42
H -1.21 2.27 -3.15
H -0.82 3.30 -0.91
H -0.10 1.92 1.01
O 0.52 -2.08 -1.16
H 1.10 -2.24 -1.92
*
```

Properties
Orbital gap (spin up / spin down), eV: 7.66 / 9.02
HOMO level (spin up / spin down), hartree: -0.251 / -0.324

Results of the Löwdin charge analysis, in e, for atoms 1 through 5: C -0.07; C -0.40; C -0.06; C -0.21; C -0.09

---

Preferred: <a>; penalty for the next structure: 219.9 kJ/mol.

---

<a>
Formula: C3H2N2O3
Source: OMol25
Level of theory: ωB97M-V/def2-TZVPD

```
! RIJCOSX wB97M-V def2-TZVPD def2/J DEFGRID3
* xyz 0 1
O 0.25 1.81 0.35
C -0.22 0.78 0.03
O -1.56 0.82 -0.31
N -1.97 -0.50 -0.08
C -1.07 -1.43 0.22
C 0.19 -0.67 -0.04
N 1.49 -1.02 0.10
O 2.31 0.07 -0.27
H -1.18 -2.57 0.35
H 3.12 -0.42 0.11
*
```

Properties
SMILES: O=C1ON=C/C1=N/O
Orbital gap, eV: 8.90
HOMO level, hartree: -0.371

Results of the Löwdin charge analysis, in e, for atoms 1 through 5: O 0.19; C -0.43; O 0.04; N 0.06; C -0.02

---

<b>
Formula: C3H2N2O3
Source: OMol25
Level of theory: ωB97M-V/def2-TZVPD

```
! RIJCOSX wB97M-V def2-TZVPD def2/J DEFGRID3
* xyz 0 1
O -2.25 -1.04 0.23
C -1.25 -0.40 -0.02
N -1.30 1.07 -0.20
C -0.16 1.62 -0.15
N 1.05 1.00 0.33
C 1.23 -0.33 -0.03
O 2.31 -0.94 -0.08
O 0.07 -1.03 -0.17
H -0.15 2.72 -0.24
H 1.96 1.59 0.68
*
```

Properties
SMILES: O=c1nc[nH]c(=O)o1
Orbital gap, eV: 10.82
HOMO level, hartree: -0.409

Results of the Löwdin charge analysis, in e, for atoms 1 through 5: O 0.14; C -0.35; N 0.16; C -0.15; N 0.12

---

Preferred: <b>; penalty for the next structure: 448.5 kJ/mol.

---

<a>
Formula: C3H2N2O3
Source: OMol25
Level of theory: ωB97M-V/def2-TZVPD

```
! RIJCOSX wB97M-V def2-TZVPD def2/J DEFGRID3
* xyz 0 1
O -1.11 2.01 1.12
C -0.70 1.00 0.72
N 0.21 0.18 1.40
C 1.24 -0.34 0.90
O 1.40 -0.96 -0.39
N 0.39 -1.03 -1.30
C -0.62 -0.30 -1.44
O -1.27 0.53 -0.50
H 1.95 -0.54 1.72
H -1.48 -0.57 -2.23
*
```

Properties
SMILES: O=C1N=CON=CO1
Orbital gap, eV: 9.85
HOMO level, hartree: -0.381

Results of the Löwdin charge analysis, in e, for atoms 1 through 5: O 0.20; C -0.50; N 0.17; C -0.08; O -0.04

---

<b>
Formula: C3H2N2O3
Source: OMol25
Level of theory: ωB97M-V/def2-TZVPD

```
! RIJCOSX wB97M-V def2-TZVPD def2/J DEFGRID3
* xyz 0 1
N -0.54 -2.31 1.54
C -0.27 -1.31 1.02
C 1.10 -0.30 0.48
O 2.12 -0.51 1.04
N 0.66 0.62 -0.35
C -0.73 0.98 -0.95
O -0.71 1.90 -1.69
O -1.67 0.20 -0.57
H 1.34 1.33 -0.61
H -1.31 -0.60 0.10
*
```

Properties
SMILES: N#CC(=O)NC(=O)O
Orbital gap, eV: 11.16
HOMO level, hartree: -0.443

Results of the Löwdin charge analysis, in e, for atoms 1 through 5: N 0.17; C -0.13; C -0.40; O 0.17; N 0.17

---

Preferred: <b>; penalty for the next structure: 232.0 kJ/mol.